Formula: C32H41Br6N3O15
Source: the OMol25 dataset
Level of theory: ωB97M-V/def2-TZVPD

Structure (ORCA input):
```
! RIJCOSX wB97M-V def2-TZVPD def2/J DEFGRID3
* xyz 0 1
C 10.53 -3.20 -13.23
C 10.47 -2.14 -12.25
C 9.20 -1.70 -11.80
C 8.03 -2.17 -12.40
C 8.12 -3.15 -13.31
C 9.35 -3.77 -13.65
N 6.69 -1.56 -11.98
O 5.80 -1.39 -12.81
O 6.51 -1.22 -10.80
H 11.46 -3.55 -13.65
H 11.33 -1.58 -11.92
H 9.22 -0.93 -11.05
H 7.14 -3.51 -13.59
H 9.43 -4.66 -14.27
C 12.07 4.84 -11.47
C 12.21 4.85 -12.80
C 11.05 4.92 -13.55
C 9.77 4.79 -12.92
C 9.75 4.69 -11.50
C 10.89 4.88 -10.72
N 8.48 4.80 -13.68
O 7.38 4.73 -13.03
O 8.63 4.78 -14.89
H 13.03 4.81 -10.98
H 13.18 4.82 -13.26
H 11.09 4.95 -14.63
H 8.83 4.59 -10.96
H 11.04 4.67 -9.67
C 8.79 -0.31 -16.92
C 7.48 -0.41 -16.52
C 6.90 0.19 -15.42
C 7.71 1.04 -14.65
C 9.07 1.21 -14.96
C 9.53 0.57 -16.14
N 7.09 1.84 -13.56
O 7.71 1.84 -12.47
O 5.94 2.11 -13.72
H 9.18 -0.82 -17.79
H 6.88 -1.05 -17.15
H 5.86 0.02 -15.22
H 9.59 1.95 -14.37
H 10.57 0.77 -16.36
C 4.28 -4.93 -18.01
C 5.18 -3.79 -17.51
O 6.50 -3.82 -18.01
C 7.46 -4.53 -17.39
O 7.24 -5.24 -16.37
O 8.62 -4.52 -18.17
C 9.64 -5.46 -17.87
H 3.32 -4.65 -17.58
H 4.52 -5.81 -17.43
H 4.51 -5.00 -19.08
H 5.18 -3.59 -16.44
H 4.78 -2.81 -17.79
H 9.34 -6.47 -18.16
H 9.96 -5.48 -16.83
H 10.55 -5.32 -18.46
C 7.45 5.56 -19.01
C 8.77 4.87 -18.73
O 8.76 3.56 -19.29
C 9.98 2.86 -19.33
O 10.93 3.12 -18.63
O 9.86 1.72 -20.16
C 10.92 0.70 -20.32
H 7.49 6.57 -18.59
H 6.66 5.04 -18.46
H 7.22 5.71 -20.06
H 8.78 4.72 -17.65
H 9.59 5.49 -19.07
H 11.86 1.23 -20.13
H 10.86 0.34 -21.35
H 10.80 -0.16 -19.67
C 7.91 -1.34 -20.95
C 6.74 -1.23 -21.88
O 5.68 -2.18 -21.80
C 4.56 -1.68 -21.08
O 4.58 -0.59 -20.48
O 3.53 -2.52 -21.17
C 2.36 -2.32 -20.51
H 8.17 -2.40 -20.87
H 7.68 -0.91 -19.98
H 8.77 -0.77 -21.29
H 7.16 -1.28 -22.89
H 6.40 -0.19 -21.93
H 1.51 -2.54 -21.15
H 2.31 -1.25 -20.29
H 2.15 -2.80 -19.56
C 3.21 -0.49 -17.11
Br 1.30 -0.35 -17.64
Br 3.48 -1.76 -15.62
Br 4.02 1.32 -16.78
H 3.70 -0.92 -17.98
C 2.43 1.56 -12.68
Br 1.20 1.40 -14.27
Br 2.25 -0.09 -11.68
Br 2.11 3.15 -11.64
H 3.42 1.74 -13.11
*
```

Values from the calculation:
DFT total energy, Eh: -17980.49748
Energy relative to the best compared isomer or geometry (same formula, charge and spin), kcal per mole: 81.88

=====

Formula: C32H41Br6NOS
Source: the OMol25 dataset
Level of theory: ωB97M-V/def2-TZVPD

Structure (ORCA input):
```
! RIJCOSX wB97M-V def2-TZVPD def2/J DEFGRID3
* xyz 0 1
C -6.22 1.67 2.34
O -6.82 1.29 1.07
C -6.12 0.13 0.52
C -6.95 -1.18 0.94
C -6.11 -2.55 0.91
C -4.72 -2.51 1.71
C -3.53 -2.79 0.65
C -2.07 -2.77 1.34
C -1.83 -2.35 2.83
C -0.39 -2.30 3.47
C 0.78 -2.71 2.53
C 0.58 -3.16 1.03
C -0.87 -3.20 0.44
N 1.72 -3.55 0.18
C 2.81 -2.55 0.18
C 3.33 -2.08 -1.23
C 4.46 -0.98 -1.20
C 5.02 -0.40 0.16
C 6.15 0.76 0.12
C 5.34 2.09 -0.33
C 5.22 2.49 -1.86
C 4.40 3.74 -2.32
C 3.62 4.68 -1.31
C 2.75 5.93 -1.82
C 3.77 4.28 0.20
C 4.60 3.02 0.68
C 4.50 -0.90 1.56
C 3.39 -1.97 1.53
S 2.58 -2.67 3.07
H -6.97 2.20 3.04
H -5.36 2.40 2.10
H -5.76 0.79 2.92
H -6.11 0.28 -0.61
H -5.02 0.14 0.87
H -7.80 -1.29 0.17
H -7.39 -1.03 1.99
H -6.74 -3.44 1.29
H -5.88 -2.78 -0.20
H -4.63 -3.34 2.51
H -4.49 -1.47 2.18
H -3.55 -1.90 -0.10
H -3.71 -3.73 0.01
H -2.70 -2.03 3.51
H -0.20 -1.97 4.55
H -0.97 -3.54 -0.65
H 1.34 -3.69 -0.76
H 2.92 -2.49 -2.22
H 4.83 -0.62 -2.23
H 7.02 0.52 -0.57
H 6.57 0.87 1.19
H 5.73 1.85 -2.65
H 4.28 4.03 -3.43
H 2.83 6.06 -2.97
H 3.05 6.92 -1.33
H 1.62 5.78 -1.62
H 3.20 4.96 0.94
H 4.66 2.77 1.79
H 4.90 -0.50 2.54
Br 7.91 1.24 -5.49
C 9.00 1.16 -3.88
C 9.22 -0.27 -3.44
Br 7.64 -0.99 -2.56
H 8.51 1.77 -3.13
H 9.95 1.62 -4.16
H 10.01 -0.32 -2.69
H 9.46 -0.94 -4.26
Br -9.50 -3.53 -0.55
C -9.28 -2.57 -2.23
C -8.63 -3.44 -3.28
Br -6.71 -3.61 -2.97
H -8.72 -1.67 -2.01
H -10.29 -2.30 -2.53
H -8.72 -2.98 -4.26
H -9.04 -4.45 -3.31
Br -0.40 1.25 3.00
C -0.05 3.16 3.14
C 0.92 3.62 2.09
Br 2.75 3.12 2.55
H 0.29 3.35 4.16
H -1.03 3.64 3.00
H 0.94 4.71 2.03
H 0.72 3.21 1.10
*
```

Values from the calculation:
DFT total energy, Eh: -17215.65684

=====

Formula: C32H41Cl2GeMgN3O4S
Source: the OMol25 dataset
Level of theory: ωB97M-V/def2-TZVPD

Structure (ORCA input):
```
! RIJCOSX wB97M-V def2-TZVPD def2/J DEFGRID3
* xyz -2 1
Mg 0.58 1.12 0.66
C -0.10 4.21 1.42
C 1.39 3.93 1.75
N 1.96 3.11 0.69
C 2.38 3.84 -0.50
C 2.18 3.04 -1.79
S 0.51 2.36 -2.05
C -0.66 3.69 -1.61
C -1.53 3.31 -0.41
N -0.73 3.04 0.78
H -0.63 4.50 2.33
H -0.16 5.05 0.72
H 1.93 4.87 1.90
H 1.43 3.34 2.66
H 2.65 2.44 1.02
H 1.79 4.75 -0.56
H 3.43 4.15 -0.45
H 2.47 3.65 -2.65
H 2.79 2.14 -1.76
H -0.10 4.61 -1.45
H -1.30 3.84 -2.48
H -2.27 4.10 -0.25
H -2.06 2.38 -0.64
H -1.24 2.47 1.45
Cl -4.70 -3.94 2.09
C -3.63 -2.65 1.51
C -3.98 -1.96 0.37
C -3.08 -0.96 -0.04
Cl -3.55 -0.01 -1.45
C -1.88 -0.64 0.59
O -1.10 0.32 0.12
C -1.55 -1.40 1.80
C -0.42 -1.11 2.61
O 0.67 -0.41 2.05
C -2.47 -2.39 2.22
H -4.89 -2.17 -0.18
H -0.09 -1.89 3.30
H -2.25 -2.96 3.11
C 1.48 -4.01 -6.08
C 0.67 -2.93 -5.40
C -0.30 -2.26 -6.15
C -1.05 -1.25 -5.57
C -0.85 -0.92 -4.24
C 0.12 -1.58 -3.46
N 0.28 -1.18 -2.14
C 0.53 -2.11 -1.08
C -0.36 -3.16 -0.88
C -0.18 -4.06 0.16
C 0.90 -3.90 1.02
C 1.79 -2.86 0.82
C 1.61 -1.95 -0.22
C 2.60 -0.82 -0.36
O 3.78 -1.13 -0.57
O 2.13 0.36 -0.22
C 0.91 -2.59 -4.06
C 2.04 -3.24 -3.30
H 1.07 -4.22 -7.07
H 1.47 -4.94 -5.50
H 2.52 -3.71 -6.21
H -0.46 -2.54 -7.19
H -1.81 -0.73 -6.14
H -1.44 -0.14 -3.77
H -0.21 -0.35 -1.84
H -1.21 -3.25 -1.55
H -0.90 -4.86 0.32
H 1.04 -4.58 1.85
H 2.63 -2.71 1.49
H 1.68 -4.02 -2.61
H 2.59 -2.52 -2.70
H 2.75 -3.71 -3.98
C -2.13 1.69 3.68
Ge -0.33 1.05 4.17
C -0.58 -0.15 5.72
C 0.36 2.67 5.17
C 1.01 0.86 2.78
H -2.76 1.74 4.57
H -2.59 1.00 2.96
H -2.10 2.70 3.24
H -1.02 0.42 6.55
H 0.38 -0.57 6.04
H -1.25 -0.97 5.45
H -0.17 2.81 6.13
H 0.24 3.60 4.59
H 1.43 2.56 5.40
H 1.95 0.67 3.31
*
```

Values from the calculation:
DFT total energy, Eh: -5304.89668

=====

Values of gap between HOMO and LUMO, in order: 8.8517, 7.8045, 3.6515, all in eV.
Values of max |F|, in order: 4.4, 5.2, 0.9, all in eV/A.